{"formula": "C17H60N10O13", "method": "ωB97M-V/def2-TZVPD", "e_homo_ev": -7.15, "largest_force_ha_per_bohr": 0.1579, "e_above_lowest_kcal_mol": 165.86, "species": ["C", "C", "O", "H", "H", "H", "H", "H", "H", "C", "C", "O", "H", "H", "H", "H", "H", "H", "C", "C", "O", "H", "H", "H", "H", "H", "H", "C", "C", "O", "H", "H", "H", "H", "H", "H", "C", "O", "N", "N", "H", "H", "H", "H", "C", "O", "N", "N", "H", "H", "H", "H", "C", "O", "N", "N", "H", "H", "H", "H", "C", "O", "N", "N", "H", "H", "H", "H", "C", "O", "N", "N", "H", "H", "H", "H", "C", "O", "H", "H", "H", "H", "C", "O", "H", "H", "H", "H", "C", "O", "H", "H", "H", "H", "C", "O", "H", "H", "H", "H"], "coordinates": [[-0.69132, 0.62234, 4.78613], [0.51468, -0.01866, 4.07913], [1.04868, -0.89966, 5.08613], [-1.27932, 1.26034, 4.20813], [-0.29832, 1.31434, 5.54713], [-1.29432, -0.06866, 5.32313], [1.24468, 0.80034, 3.83413], [0.12568, -0.53266, 3.18213], [1.77368, -1.34966, 4.70213], [-0.55632, -3.51666, -1.42387], [-1.40632, -4.76366, -1.32887], [-1.64732, -5.05566, -0.00487], [-1.07132, -2.68666, -0.93387], [-0.39032, -3.24266, -2.41787], [0.38168, -3.71466, -0.94687], [-0.99532, -5.69366, -1.77987], [-2.36732, -4.55666, -1.80087], [-2.36532, -5.69066, -0.07487], [-3.37232, 1.66134, 1.60313], [-3.84032, 0.75834, 2.78013], [-5.07432, 0.17234, 2.71013], [-4.10432, 2.44434, 1.46613], [-3.22032, 1.07634, 0.75713], [-2.41932, 2.12034, 1.81513], [-3.91632, 1.29634, 3.74513], [-3.13332, -0.02466, 3.10313], [-4.89532, -0.69166, 3.13513], [2.61368, 2.55134, -4.34887], [3.40868, 2.87134, -3.05387], [2.43568, 2.58334, -1.98787], [3.04768, 3.29034, -5.08887], [1.56468, 2.70134, -4.21987], [2.78868, 1.57234, -4.78387], [3.81768, 3.90934, -3.08387], [4.09668, 2.02234, -2.98787], [1.73568, 3.31834, -2.01387], [2.64368, -2.16466, 0.85013], [2.07768, -1.01866, 1.26413], [2.59668, -2.60266, -0.34987], [3.48368, -2.90366, 1.50113], [1.97168, -2.21166, -1.09887], [2.88668, -3.53366, -0.73487], [3.42368, -2.59166, 2.51713], [3.47068, -3.90566, 1.45013], [-0.04332, 3.48334, 2.72613], [-1.24632, 3.77034, 3.37313], [0.10468, 3.44334, 1.42013], [1.05468, 3.35134, 3.37513], [-0.82332, 3.73434, 0.94313], [0.72968, 2.74834, 0.93013], [1.01368, 3.17634, 4.45213], [1.96968, 3.11434, 2.92813], [-1.47132, 0.13034, -4.39987], [-0.53632, 1.14634, -4.47187], [-2.12632, -0.21066, -3.24787], [-1.79832, -0.62466, -5.40887], [-2.07932, 0.43534, -2.46887], [-2.80232, -0.92466, -3.10787], [-1.47332, -0.32466, -6.38487], [-2.67332, -1.21966, -5.43087], [-1.99532, 3.20534, -1.64287], [-2.08932, 3.77834, -0.38687], [-0.95532, 2.47534, -1.98687], [-2.85032, 3.38434, -2.59387], [-0.41532, 1.97134, -1.20987], [-0.86732, 2.09734, -3.00087], [-3.71632, 3.73134, -2.19787], [-2.76232, 3.20634, -3.57387], [3.91368, 1.57434, 1.32713], [3.19068, 2.54734, 2.05113], [4.87568, 0.84034, 1.81813], [3.65368, 1.27334, 0.06513], [5.03768, 0.96534, 2.81513], [5.20768, -0.07366, 1.45513], [3.07068, 1.90034, -0.59687], [4.03168, 0.41534, -0.35987], [-3.23232, -1.64366, 0.60713], [-3.42532, -3.07566, 0.43213], [-2.83632, -1.22666, -0.43187], [-2.53732, -1.26466, 1.40413], [-4.19232, -1.14866, 0.72713], [-2.61032, -3.52766, 0.22813], [-0.46832, 0.36934, 0.06113], [0.61368, 1.25334, -0.13887], [-0.73932, 0.50034, 1.07913], [-0.24032, -0.62566, -0.28287], [-1.37732, 0.76634, -0.41787], [1.31268, 0.74434, 0.26313], [1.84668, -0.36866, -2.76787], [1.57768, -1.75666, -2.81187], [2.72568, -0.15266, -3.43287], [2.18868, -0.08366, -1.79587], [0.89668, 0.17734, -2.88187], [1.39368, -1.99366, -3.73287], [-0.17832, -3.10366, 2.15713], [0.31868, -4.36766, 1.69013], [-1.22332, -3.14066, 2.46413], [0.01468, -2.21466, 1.49813], [0.43168, -2.94066, 3.06913], [-0.20232, -4.60566, 0.82313]]}

***

{"formula": "C17H62ClN6O24", "method": "ωB97M-V/def2-TZVPD", "charge": 1, "e_homo_ev": -11.38, "largest_force_ha_per_bohr": 0.1362, "species": ["N", "C", "O", "C", "C", "C", "N", "C", "N", "O", "C", "C", "C", "N", "O", "N", "C", "C", "O", "Cl", "N", "C", "C", "C", "C", "C", "C", "C", "H", "H", "H", "H", "H", "H", "H", "H", "H", "H", "H", "H", "H", "H", "H", "H", "H", "H", "H", "H", "H", "H", "O", "H", "H", "O", "H", "H", "O", "H", "H", "O", "H", "H", "O", "H", "H", "O", "H", "H", "O", "H", "H", "O", "H", "H", "O", "H", "H", "O", "H", "H", "O", "H", "H", "O", "H", "H", "O", "H", "H", "O", "H", "H", "O", "H", "H", "O", "H", "H", "O", "H", "H", "O", "H", "H", "O", "H", "H", "O", "H", "H"], "coordinates": [[-2.51678, -4.10032, 2.93979], [-1.45981, -5.03880, 2.50220], [-1.87721, -6.17472, 2.10704], [0.11733, -4.67055, 2.55446], [0.65564, -4.22927, 1.08215], [0.16327, -2.77189, 0.67404], [-0.87302, -2.40272, -0.27825], [-1.02727, -0.94602, -0.35669], [-1.87163, -0.24263, -1.13889], [-1.95135, 1.11161, -1.18416], [-2.73800, -1.03294, -2.07260], [-4.08883, -0.29280, -2.53033], [-4.08267, -0.07040, -4.13413], [-3.99684, 1.31773, -4.69446], [-4.13139, -1.02956, -4.95206], [-0.07140, -0.40298, 0.58664], [0.25326, 0.98371, 0.96139], [-0.44027, 1.47413, 2.32862], [-0.83949, 0.60604, 3.13330], [-0.62424, 3.27020, 2.71605], [0.59233, -1.47347, 1.12352], [1.71780, -1.45769, 2.12796], [3.05601, -1.17945, 1.25044], [4.44877, -0.87059, 1.89866], [5.70769, -0.56242, 1.02447], [5.65903, -0.54378, -0.54254], [4.30132, -0.89339, -1.19165], [3.02999, -1.20354, -0.31973], [-2.09064, -3.21223, 3.26808], [-3.15874, -3.94255, 2.14947], [0.65416, -5.65374, 2.83209], [0.33246, -3.89464, 3.35958], [0.24129, -5.01076, 0.35847], [1.80895, -4.23954, 1.11537], [-2.60551, 1.38586, -0.48366], [-2.11666, -1.21166, -3.03344], [-3.01239, -2.07417, -1.68689], [-4.35820, 0.64635, -1.94446], [-4.95054, -1.04145, -2.33802], [-4.90572, 1.80062, -4.53640], [-3.25715, 1.77967, -4.13144], [1.39613, 1.06798, 1.13933], [0.02202, 1.75733, 0.14544], [1.77982, -2.41666, 2.74033], [1.60901, -0.59482, 2.88344], [4.59296, -0.85219, 3.03720], [6.73749, -0.31537, 1.47946], [6.54847, -0.29156, -1.19992], [4.22847, -0.89318, -2.34770], [2.08264, -1.44556, -0.92807], [-3.30275, 3.47938, -0.38216], [-2.97158, 3.66518, 0.50815], [-2.83990, 4.11711, -0.94137], [-1.13678, 3.67365, 6.28035], [-0.44953, 3.21509, 6.78063], [-0.91123, 3.49814, 5.35856], [3.00790, -0.30350, -3.90983], [2.76322, -0.49149, -4.82663], [2.22563, 0.12622, -3.54214], [-4.01898, 6.40496, -1.45695], [-4.18224, 7.13878, -0.85146], [-4.76374, 5.80921, -1.30690], [-3.41180, -5.46699, -0.27612], [-2.93728, -5.97921, 0.39593], [-2.90605, -5.61548, -1.08389], [5.73602, 1.35294, -2.65957], [6.23775, 1.99546, -3.17848], [5.08064, 1.00951, -3.28313], [-0.90413, -3.03261, 5.03099], [-1.46197, -3.54586, 5.63063], [-0.66090, -2.25323, 5.54700], [-3.37285, -8.79088, 1.77980], [-4.30888, -8.60507, 1.63696], [-3.02889, -7.97596, 2.16919], [0.88743, -5.97928, -1.98188], [0.25542, -5.65788, -2.63832], [0.76030, -6.93718, -1.98486], [-3.60478, 5.12812, -4.48667], [-3.27446, 5.31545, -3.59731], [-3.14141, 5.76310, -5.04633], [5.99140, -1.69159, -4.02213], [5.05448, -1.50534, -4.16485], [6.33509, -0.87505, -3.63533], [3.09223, -4.63161, -3.28067], [2.53696, -5.15061, -2.67968], [3.33712, -3.85480, -2.76270], [-5.98025, 8.13156, -1.52095], [-5.61621, 7.99160, -2.40394], [-6.11793, 9.08637, -1.47398], [-1.32147, 5.18990, 8.93650], [-1.57132, 4.97635, 8.02663], [-2.10952, 5.61189, 9.30160], [-4.25157, 10.49529, -1.85416], [-3.92062, 10.68172, -0.96677], [-3.78961, 11.13162, -2.41421], [-0.25434, 6.96963, 11.53899], [0.29224, 6.44361, 12.13511], [-0.55266, 6.33579, 10.87457], [5.84281, -2.27227, -6.94015], [6.17995, -2.12589, -6.04531], [6.32600, -1.63344, -7.48062], [2.96739, -4.86114, 3.02520], [3.43982, -5.36923, 3.69737], [3.47619, -5.01391, 2.21817], [7.78431, -0.05510, -8.35417], [8.14277, -0.17989, -9.24183], [7.67677, 0.90082, -8.27778], [-3.57387, 5.13591, 1.82639], [-4.11288, 4.62141, 2.44140], [-3.35802, 5.93751, 2.31963]]}